{"formula": "C6H6O", "method": "ωB97M-V/def2-TZVPD", "species": ["C", "C", "C", "C", "C", "O", "C", "H", "H", "H", "H", "H", "H"], "positions_angstrom": [[2.045838, -0.242631, 0.335867], [0.717865, -0.262308, 0.335732], [-0.320452, -1.301286, 0.115170], [-1.370701, -0.707275, -0.481672], [-1.362348, 0.784568, -0.296694], [-1.104074, 1.253824, 0.998831], [-0.017516, 1.089967, 0.160092], [2.653839, 0.701392, 0.292436], [2.560774, -1.187257, 0.467416], [-0.128751, -2.272197, 0.186394], [-2.212280, -1.150675, -0.959553], [-1.961012, 1.315773, -1.021303], [0.498819, 1.978105, -0.132716]], "forces_ev_per_angstrom": [[0.4522, -0.2612, 0.5587], [-0.6166, 2.4706, -0.3859], [-0.2277, 4.4403, -1.2468], [-0.0876, 0.1600, 1.6002], [0.1942, -1.4200, -1.7777], [-1.2787, 0.2390, 1.3356], [1.3543, -1.1281, -0.4792], [-0.8632, -1.0942, 0.0831], [0.3695, 0.0988, -0.2059], [0.6391, -4.0035, 0.2890], [-0.4019, -0.6588, -0.1200], [-0.0002, 0.7573, 0.3728], [0.4666, 0.3999, -0.0238]], "relative_energy_ev": 2.863, "smiles": "C=C1C=C[C@H]2O[C@@H]12", "homo_energy_ev": -9.10, "largest_force_ev_per_a": 4.62}


{"formula": "C5H6N", "method": "ωB97M-V/def2-TZVPD", "species": ["C", "C", "C", "C", "C", "N", "H", "H", "H", "H", "H", "H"], "positions_angstrom": [[-1.968826, 0.042004, -0.102852], [1.639238, 1.238918, 0.023305], [0.363746, 1.341699, 0.365126], [-0.633732, -0.199846, 0.072578], [-0.099457, -1.539189, -0.164140], [-3.061482, 0.318316, -0.293815], [2.270998, 2.049238, 0.180801], [1.933022, 0.318348, -0.420907], [-0.297668, 2.133721, 0.616989], [-0.175457, -1.821917, 0.845042], [0.932138, -1.733783, -0.393175], [-0.902522, -2.147504, -0.728950]], "forces_ev_per_angstrom": [[0.2446, -0.0761, 0.5867], [-2.2953, -0.9237, 0.2923], [-1.9267, -4.3031, -1.0484], [4.4248, 3.2201, -0.8410], [-2.4991, 0.4913, -1.7852], [-1.5749, 0.3613, -0.2798], [1.2324, 1.2556, -0.0743], [0.8445, -0.4339, -0.0561], [-0.1896, 0.5020, 0.5093], [-0.2942, -1.1960, 2.3262], [0.4095, 0.4454, -0.4197], [1.6240, 0.6569, 0.7900]], "relative_energy_ev": 5.155, "total_charge": 1, "homo_energy_ev": -16.21, "largest_force_ev_per_a": 5.54}


{"formula": "C29H14Br2F5N8O8S2W", "method": "ωB97M-V/def2-TZVPD", "species": ["W", "Br", "C", "C", "C", "N", "C", "C", "C", "C", "C", "Br", "C", "C", "N", "H", "H", "H", "H", "H", "H", "N", "C", "N", "C", "C", "S", "C", "C", "S", "C", "N", "N", "H", "H", "H", "H", "H", "H", "O", "C", "O", "C", "C", "C", "C", "C", "C", "O", "N", "O", "O", "N", "O", "O", "H", "H", "F", "C", "C", "F", "C", "F", "C", "O", "C", "F", "C", "F"], "positions_angstrom": [[-0.001138, 0.237021, 0.234970], [-1.770574, -0.710783, 6.781793], [-1.253664, -0.431280, 5.011963], [0.074085, -0.168157, 4.699115], [0.409900, 0.025606, 3.372367], [-0.496203, -0.019228, 2.383681], [-1.784503, -0.294537, 2.692412], [-2.197967, -0.506082, 3.994420], [-2.714410, -0.391280, 1.531083], [-4.074018, -0.606304, 1.660151], [-4.827281, -0.759138, 0.502485], [-6.665572, -1.050081, 0.627670], [-4.207338, -0.708176, -0.737588], [-2.848590, -0.462073, -0.784497], [-2.121097, -0.295122, 0.325249], [0.838183, -0.123438, 5.459979], [1.439263, 0.202659, 3.084787], [-3.224967, -0.738107, 4.223941], [-4.548931, -0.666153, 2.625218], [-4.762814, -0.847364, -1.652328], [-2.313968, -0.411287, -1.721959], [2.171483, -1.716615, -1.803851], [2.770989, -0.744786, -1.111321], [2.164977, 0.120158, -0.300338], [3.083759, 0.991983, 0.270215], [4.369162, 0.796670, -0.070668], [4.482228, -0.524475, -1.175676], [2.475760, 1.987164, 1.133144], [3.032444, 2.973505, 1.860283], [1.802929, 3.898391, 2.639056], [0.594666, 2.885321, 1.958216], [1.087048, 1.910989, 1.202217], [-0.722994, 3.055383, 2.209968], [1.174473, -1.623235, -2.001915], [2.713957, -2.255074, -2.458507], [5.240335, 1.340434, 0.243338], [4.072503, 3.219872, 1.968063], [-0.979530, 3.926501, 2.651011], [-1.290761, 2.809571, 1.390251], [-0.132281, 3.948246, -0.786604], [-0.462240, 2.830215, -1.104057], [-1.069883, 1.976241, -0.282788], [-0.305255, 2.313922, -2.501889], [-0.326221, 3.226967, -3.538076], [-0.328249, 2.763374, -4.840990], [-0.337897, 1.419741, -5.135118], [-0.299846, 0.509497, -4.091824], [-0.227887, 0.924137, -2.746730], [-0.071821, 0.067027, -1.757730], [-0.368508, -0.914405, -4.478258], [-0.564938, -1.159181, -5.644126], [-0.180418, -1.763130, -3.619972], [-0.351985, 3.731112, -5.950795], [-0.323209, 3.286285, -7.074495], [-0.388611, 4.902121, -5.652362], [-0.359034, 4.286645, -3.327074], [-0.374819, 1.076507, -6.158297], [2.359510, -6.252613, 2.361538], [1.833414, -5.146463, 1.844681], [0.775986, -5.222937, 0.947172], [0.283212, -6.406218, 0.596146], [0.229947, -4.063049, 0.426296], [-0.791603, -4.146771, -0.430956], [0.717732, -2.799416, 0.776591], [0.171475, -1.721640, 0.243892], [1.769054, -2.746730, 1.674565], [2.273251, -1.541485, 2.060560], [2.325044, -3.901662, 2.204662], [3.334275, -3.804773, 3.067621]], "forces_ev_per_angstrom": [[0.4397, 0.7208, -0.0672], [-0.0225, -0.0049, 0.0914], [0.0660, 0.0043, -0.2143], [-0.1040, -0.0016, -0.1482], [-0.2095, 0.0307, 0.1145], [-0.1039, -0.1996, 0.1030], [0.0163, 0.0727, -0.2809], [0.2629, 0.0523, 0.0595], [0.3611, -0.0567, 0.0827], [0.0667, -0.0268, -0.2244], [0.1451, 0.0078, -0.0004], [-0.0906, -0.0152, -0.0007], [0.0807, 0.0270, 0.0334], [-0.1336, -0.0410, 0.2266], [-0.3053, 0.0592, 0.2883], [-0.0067, -0.0088, 0.0421], [-0.2190, 0.0932, 0.0810], [-0.0322, 0.0054, 0.0271], [-0.0228, 0.0078, 0.0447], [-0.0315, -0.0045, -0.0071], [-0.0195, 0.0220, 0.0271], [-0.3080, 0.1047, -0.0830], [-0.0351, 0.1107, 0.1469], [-0.0979, -0.1277, -0.0688], [-0.0277, -0.0117, 0.0634], [-0.1395, -0.0805, -0.0183], [0.0687, 0.0187, 0.0378], [0.0766, -0.0157, 0.0186], [-0.1273, -0.0433, -0.0274], [0.0428, -0.0441, -0.0147], [-0.0932, 0.0370, -0.0021], [-0.1765, -0.0835, 0.0912], [-0.0249, -0.0786, -0.2197], [0.1792, -0.0682, 0.0348], [-0.0050, 0.0177, 0.0042], [0.0671, 0.0458, 0.0233], [0.0717, 0.0212, 0.0021], [0.0311, -0.0404, -0.0199], [0.1060, 0.0597, 0.1985], [-0.0997, -0.0828, 0.0687], [-0.0445, 0.0061, -0.1880], [0.2600, -0.0613, 0.0609], [0.0354, 0.0284, 0.0866], [-0.0104, -0.1051, 0.0027], [0.0022, 0.0034, -0.0594], [-0.0312, 0.0282, 0.1064], [-0.1262, -0.1706, -0.1732], [0.0275, -0.0247, 0.2859], [-0.1453, -0.0767, -0.6171], [0.5484, 0.2127, 0.0630], [-0.1798, -0.1034, -0.0205], [-0.1465, -0.0503, -0.0139], [0.0757, -0.1567, 0.1974], [-0.0236, -0.0542, -0.2298], [-0.0284, 0.2745, 0.0055], [0.0058, -0.0077, 0.0055], [-0.0079, 0.0121, 0.0217], [-0.0020, 0.0455, -0.0257], [-0.0010, 0.1257, 0.0164], [-0.0302, 0.0988, -0.0184], [0.0605, 0.0867, 0.0386], [0.0443, -0.1161, 0.0321], [0.0746, 0.0485, 0.0575], [-0.3001, 0.0806, -0.1443], [-0.0583, 0.0240, -0.1276], [0.3879, -0.0438, 0.3431], [-0.0524, -0.5801, -0.2441], [0.0125, 0.0183, 0.0107], [0.0069, -0.0262, 0.0144]], "multiplicity": 3, "relative_energy_ev": 0.157, "total_charge": 1, "homo_energy_ev": [-10.62, -11.22], "largest_force_ev_per_a": 0.85}


{"formula": "C20H32Br10O5S", "method": "ωB97M-V/def2-TZVPD", "species": ["C", "C", "O", "C", "O", "S", "O", "O", "O", "C", "C", "C", "C", "C", "C", "C", "H", "H", "H", "H", "H", "H", "H", "H", "H", "H", "H", "H", "Br", "C", "C", "Br", "H", "H", "H", "H", "Br", "C", "C", "Br", "H", "H", "H", "H", "Br", "C", "C", "Br", "H", "H", "H", "H", "Br", "C", "C", "Br", "H", "H", "H", "H", "Br", "C", "C", "Br", "H", "H", "H", "H"], "positions_angstrom": [[5.406796, 2.364895, 0.697518], [4.482305, 1.768388, -0.454698], [3.154778, 1.581285, 0.075582], [2.312518, 2.684631, -0.199553], [1.004087, 2.024455, -0.249741], [-0.119481, 3.201296, 0.284221], [-0.605323, 4.040193, -0.797978], [-1.239060, 2.378362, 0.876821], [0.925359, 3.924412, 1.314588], [2.327991, 3.886732, 0.866990], [2.669399, 5.261366, 0.189145], [1.940308, 6.501709, 0.508151], [2.283818, 7.750404, -0.190704], [3.336757, 7.834964, -1.209496], [4.070170, 6.608803, -1.516648], [3.730511, 5.376733, -0.824508], [6.155956, 1.601866, 1.022062], [5.884976, 3.343244, 0.433665], [4.737007, 2.549305, 1.586587], [4.469767, 2.383654, -1.391124], [4.940241, 0.778693, -0.741673], [2.365478, 3.138481, -1.231499], [2.850577, 3.652614, 1.826061], [1.119378, 6.515828, 1.267927], [1.727529, 8.700277, 0.012601], [3.615392, 8.768993, -1.746732], [4.890677, 6.602657, -2.266169], [4.285256, 4.446574, -1.079886], [-5.414252, 2.868431, 0.184992], [-4.610636, 1.260071, 0.934761], [-5.284648, 0.014817, 0.418084], [-7.002105, -0.283522, 1.290681], [-4.658857, 1.356924, 2.017218], [-3.567378, 1.290665, 0.617305], [-4.689690, -0.868107, 0.654181], [-5.475356, 0.043312, -0.652999], [-5.976614, -4.458941, -2.405768], [-6.678152, -3.808425, -0.709247], [-5.612303, -3.793375, 0.354660], [-5.260870, -5.584867, 1.037429], [-7.528714, -4.437216, -0.455106], [-7.027515, -2.796593, -0.914786], [-5.944025, -3.219807, 1.220619], [-4.660611, -3.396190, 0.003227], [-1.840867, -5.447562, -0.846730], [-1.655088, -5.298760, 1.085852], [-0.753803, -4.150425, 1.462760], [1.123441, -4.595175, 1.185303], [-1.297831, -6.261671, 1.445335], [-2.664910, -5.130732, 1.455722], [-0.838425, -3.930631, 2.527081], [-0.951537, -3.244508, 0.892591], [6.273693, -8.529804, 1.508071], [4.428360, -8.088889, 1.950617], [3.845057, -7.111004, 0.963833], [4.492968, -5.302920, 1.288861], [4.427758, -7.717623, 2.973173], [3.892854, -9.037262, 1.911995], [2.762698, -7.049424, 1.078987], [4.082069, -7.351436, -0.070255], [-0.963384, 1.467705, -1.164649], [-1.975270, 1.217937, -2.820467], [-2.907113, 0.040073, -2.714697], [-1.952578, -1.648257, -2.888926], [-1.251286, 1.123458, -3.628070], [-2.539600, 2.142412, -2.951729], [-3.627048, 0.043099, -3.533563], [-3.441568, 0.003423, -1.767828]], "forces_ev_per_angstrom": [[-0.6755, 0.0752, 0.0450], [1.4647, -0.1470, 0.5884], [0.1636, 1.4303, -1.1731], [-0.1090, -1.0539, -0.4917], [2.3099, 4.3014, 3.2487], [-2.3626, -1.2377, 0.4292], [2.1369, 0.9340, 2.2559], [4.0947, 4.1683, 2.7828], [-1.2938, -0.5411, -0.7441], [-0.9958, 0.1521, -0.7819], [0.5805, 2.3409, -0.9326], [1.4818, 0.0753, -1.3863], [0.9202, -1.0060, -0.7093], [-0.2918, -2.6317, 1.2014], [-1.5874, 0.0874, 1.5731], [-0.9351, 0.6310, 0.5682], [-0.4563, 0.8328, -0.3608], [-0.2325, -0.9800, 0.1677], [0.7928, -0.1896, -0.8863], [-0.0966, -0.3984, 0.8464], [-1.0348, 0.8185, 0.3033], [0.8300, -0.5747, 0.9182], [-0.0638, 0.1977, -1.1098], [0.8999, -0.0885, -0.8721], [0.4422, -1.1845, 0.0345], [-0.5142, -0.7796, 0.6678], [-0.7721, -0.0012, 0.6677], [-0.3734, 0.9444, 0.1497], [0.0081, -0.0834, 0.0685], [0.1836, 0.1858, -0.2367], [-0.0130, -0.1593, 0.2145], [-0.0247, -0.0124, -0.1029], [-0.0473, -0.0857, -0.0998], [-0.0430, -0.0404, 0.0059], [0.0364, 0.0961, 0.0041], [0.0008, 0.0845, 0.0967], [-0.0503, -0.0356, 0.0627], [0.0742, 0.1451, -0.2971], [-0.0580, -0.0350, 0.3152], [-0.1314, 0.0282, -0.0501], [0.1216, 0.0405, 0.0615], [0.0430, -0.0359, 0.1101], [-0.0607, -0.0205, -0.0913], [-0.0845, -0.0925, -0.1116], [0.0240, -0.0363, 0.0727], [-0.1251, 0.1545, -0.1585], [0.1836, -0.1406, 0.1639], [-0.1310, 0.1867, -0.0039], [0.0473, 0.1297, -0.0007], [0.0976, 0.0086, 0.0024], [-0.0369, -0.0552, -0.0583], [-0.0225, -0.1281, -0.0250], [-0.0221, 0.0452, 0.0856], [0.0971, -0.2449, -0.1191], [-0.1564, 0.1922, 0.1149], [0.1346, -0.1068, -0.0910], [-0.0248, 0.0491, -0.1289], [-0.0116, 0.0885, -0.0376], [0.0643, -0.0365, 0.0338], [0.0408, -0.0364, 0.1245], [-4.4910, -6.1585, -6.7924], [0.2417, 0.1807, 0.1421], [-0.0441, -0.1007, -0.4098], [-0.0537, -0.0234, 0.1561], [-0.2070, -0.1281, -0.0438], [-0.0396, -0.0865, 0.0125], [0.0299, 0.0117, 0.0534], [0.1276, 0.0798, -0.0428]], "homo_energy_ev": -8.78, "largest_force_ev_per_a": 10.21}